This record from OMol25 describes a molecular structure, C23H44HfNO3P3 at a distorted geometry. The level of theory is wB97M-V/def2-TZVPD.

## Properties
Total charge   +4
HOMO level   -20.40 eV
M   654.02 g/mol
Maximum force   10.3 eV/Å
HOMO-LUMO gap   5.813 eV
Energy above the lowest of the compared OMol25 structures with the same formula, charge and spin   33.1 kcal per mole

Each line ends with the Mulliken charge.
Cartesian coordinates (Å):
P (2.859, -0.642, -0.076)  0.9724
C (3.532, -0.877, 1.599)  -1.2795
H (4.635, -0.868, 1.531)  0.6858
H (3.203, -1.850, 2.003)  0.3238
H (3.197, -0.068, 2.267)  0.3665
C (3.440, -2.187, -0.868)  -1.4447
H (3.340, -2.143, -1.963)  0.4613
H (2.817, -3.019, -0.493)  0.3486
H (4.494, -2.365, -0.598)  0.5207
C (3.941, 0.666, -0.737)  -1.2130
H (4.986, 0.311, -0.718)  0.5237
H (3.842, 1.573, -0.117)  0.4027
H (3.656, 0.917, -1.771)  0.3071
P (-0.741, 2.646, -0.409)  0.3839
C (-0.852, 3.658, 1.074)  -0.9184
H (-1.328, 4.603, 0.750)  0.5213
H (0.152, 3.855, 1.477)  0.4883
H (-1.477, 3.170, 1.834)  0.3355
C (0.286, 3.697, -1.477)  -1.2431
H (0.228, 3.392, -2.533)  0.4011
H (1.333, 3.646, -1.138)  0.3608
H (-0.096, 4.727, -1.368)  0.5157
C (-2.421, 2.816, -1.098)  -1.2345
H (-2.567, 3.894, -1.291)  0.5360
H (-3.161, 2.450, -0.368)  0.4388
H (-2.532, 2.250, -2.037)  0.2958
P (-2.098, -2.017, 0.002)  0.6643
C (-2.899, -2.352, 1.594)  -0.8732
H (-3.522, -3.259, 1.470)  0.5785
H (-3.538, -1.507, 1.890)  0.4626
H (-2.154, -2.536, 2.385)  0.1253
C (-3.547, -1.952, -1.098)  -1.2353
H (-4.255, -2.749, -0.818)  0.4911
H (-3.263, -2.063, -2.157)  0.3967
H (-4.035, -0.971, -0.968)  0.3837
C (-1.306, -3.659, -0.295)  -1.1911
H (-2.087, -4.438, -0.290)  0.5649
H (-0.576, -3.848, 0.511)  0.2309
H (-0.771, -3.675, -1.258)  0.3091
Hf (0.047, -0.198, -0.838)  1.9584
C (1.232, 1.292, 0.664)  -0.4847
O (1.646, 1.827, 1.628)  -0.1891
C (-1.725, 0.516, 0.652)  -0.4614
O (-2.386, 0.882, 1.543)  -0.2320
C (-1.302, -0.267, -2.756)  -0.7059
C (-0.666, -1.510, -2.619)  -1.2900
C (0.733, -1.572, -2.527)  -0.7455
C (1.489, -0.396, -2.702)  -0.9248
C (0.845, 0.827, -2.842)  -0.8359
C (-0.547, 0.892, -2.900)  -1.1188
H (-2.374, -0.234, -2.941)  0.6506
H (-1.220, -2.418, -2.766)  1.3192
H (1.226, -2.533, -2.512)  0.6569
H (2.542, -0.463, -2.908)  1.4027
H (1.433, 1.709, -3.089)  0.6765
H (-1.026, 1.786, -3.278)  1.2000
O (0.314, -1.138, 1.711)  -0.2021
C (0.258, -1.293, 2.988)  0.1267
C (0.851, -2.517, 3.575)  -0.7061
C (1.927, -2.222, 4.636)  -0.6003
C (1.391, -1.892, 6.021)  -0.9242
C (0.622, -0.587, 6.054)  -0.6689
C (-0.638, -0.599, 5.169)  -0.6895
N (-0.395, -0.416, 3.751)  0.1081
H (-0.012, -3.057, 3.998)  0.5540
H (1.267, -3.119, 2.755)  0.3922
H (2.529, -3.139, 4.710)  0.4321
H (2.590, -1.410, 4.294)  0.1891
H (0.766, -2.708, 6.408)  0.3478
H (2.244, -1.811, 6.699)  0.3730
H (0.275, -0.408, 7.079)  0.3932
H (1.263, 0.263, 5.788)  0.3014
H (-1.181, -1.554, 5.334)  0.3452
H (-1.288, 0.234, 5.469)  0.4501
H (-0.908, 0.321, 3.274)  0.1380

Atomic forces in eV per Å
P 1.14 -1.15 -0.51
C -0.62 0.08 0.59
H -0.47 0.05 -0.12
H 0.12 0.45 -0.17
H 0.26 -0.38 -0.13
C -0.35 -0.15 -0.19
H 0.32 -0.15 0.42
H 0.37 0.22 -0.11
H -0.39 0.05 -0.14
C -0.30 0.30 -0.26
H -0.40 0.19 0.00
H 0.23 -0.28 -0.23
H 0.37 0.05 0.36
P -0.60 1.00 -2.10
C 0.22 -0.28 0.82
H 0.21 -0.38 0.17
H -0.42 0.10 -0.04
H 0.19 0.36 -0.12
C 0.21 -0.03 -0.11
H 0.01 0.38 0.44
H -0.28 0.23 -0.18
H 0.30 -0.29 -0.16
C -0.12 -0.09 -0.07
H -0.21 -0.45 0.04
H 0.12 0.36 -0.37
H -0.17 0.41 0.43
P 0.31 -2.26 -0.81
C 0.17 0.65 0.84
H 0.31 0.43 -0.09
H 0.09 -0.36 0.00
H -0.31 0.07 -0.32
C 0.06 0.47 -0.32
H 0.25 0.28 -0.13
H -0.33 -0.11 0.42
H -0.06 -0.39 -0.09
C 0.15 0.19 -0.06
H 0.35 0.22 0.01
H -0.35 0.02 -0.28
H -0.26 -0.27 0.46
Hf -0.50 2.66 9.96
C 1.73 1.87 5.15
O -1.90 -2.35 -4.85
C -1.99 1.03 3.79
O 2.31 -1.56 -3.58
C -0.71 0.02 -1.55
C 0.36 -0.48 -1.51
C -0.01 -0.76 -1.90
C 0.02 -0.39 -1.42
C 0.85 0.44 -1.21
C -0.38 -0.04 -1.48
H 0.10 0.05 0.27
H -0.23 -0.22 0.34
H 0.05 -0.12 0.15
H 0.31 -0.04 0.35
H -0.07 -0.11 0.27
H 0.01 0.15 0.44
O -0.15 0.53 -0.86
C -0.79 0.81 -0.86
C 0.03 0.04 0.04
C 0.27 -0.67 0.17
C 0.26 0.13 0.08
C -0.48 0.18 0.13
C -0.25 0.01 1.38
N 0.49 -0.61 -1.31
H 0.36 -0.20 0.16
H -0.22 0.18 0.21
H -0.01 0.32 -0.03
H -0.17 -0.27 0.06
H 0.09 0.06 -0.15
H -0.10 -0.06 -0.01
H 0.07 0.02 -0.19
H -0.11 -0.10 -0.01
H 0.12 0.57 -0.10
H 0.09 -0.37 -0.06
H 0.38 -0.24 0.27

This record from OMol25 describes 3 unconnected molecules or ions with the total composition C4H6BrF at a distorted geometry. The level of theory is wB97M-V/def2-TZVPD.

## Properties
Total charge   0
HOMO level (alpha / beta)   -9.67 / -7.60 eV
M   152.99 g/mol
Maximum force   4.9 eV/Å
HOMO-LUMO gap (alpha / beta)   10.582 / 3.864 eV
Energy above the lowest of the compared OMol25 structures with the same formula, charge and spin   143.7 kcal per mole

Each line ends with the natural charge from an NBO analysis.
Cartesian coordinates (Å):
C (-0.770, -0.971, 1.116)  -0.1815
C (-2.908, -0.682, 1.164)  0.1451
C (1.099, 0.327, -0.046)  -0.6408
C (-0.292, 0.048, 0.432)  -0.2607
F (-3.328, 0.195, 0.287)  -0.3470
Br (-0.462, -1.188, -3.348)  0.0040
H (-0.557, -2.026, 1.492)  0.2290
H (-3.667, -1.066, 1.846)  0.1357
H (0.905, 0.266, -1.221)  0.2323
H (1.787, -0.433, 0.174)  0.2164
H (1.402, 1.218, 0.363)  0.2238
H (-1.197, 0.820, 0.336)  0.2437

Atomic forces in eV per Å
C -4.36 -1.12 0.23
C 3.89 -1.78 0.82
C -2.97 -1.67 -3.52
C -2.31 0.88 1.18
F -0.08 0.79 -0.62
Br -0.04 -0.02 0.02
H 0.05 1.95 -0.66
H 0.28 0.06 -0.01
H 1.12 0.87 2.27
H 0.82 -1.17 0.49
H 0.94 2.36 0.25
H 2.67 -1.15 -0.46

This record from OMol25 describes a single C5H6FNO molecule at a distorted geometry. The level of theory is wB97M-V/def2-TZVPD.

## Properties
Total charge   0
HOMO level (alpha / beta)   -8.66 / -8.76 eV
M   115.11 g/mol
Maximum force   3.1 eV/Å
HOMO-LUMO gap (alpha / beta)   8.535 / 8.022 eV
Energy above the lowest of the compared OMol25 structures with the same formula, charge and spin   133.9 kcal per mole

Each line ends with the natural charge from an NBO analysis.
Cartesian coordinates (Å):
C (1.982, -1.881, 0.513)  0.1566
C (-0.442, 1.334, -0.519)  -0.5552
C (-0.779, -0.165, -0.936)  -0.0678
C (0.663, -1.497, 0.375)  0.0390
C (-0.137, 1.415, 0.941)  0.2594
N (3.102, -2.039, 0.772)  -0.2710
O (0.331, -1.056, -0.923)  -0.4781
F (-1.219, 1.026, 1.670)  -0.3468
H (0.309, 1.563, -1.354)  0.2531
H (-1.505, 1.877, -0.761)  0.2323
H (-1.701, -0.554, -0.307)  0.1826
H (-1.050, -0.276, -2.011)  0.2044
H (-0.086, -1.904, 1.158)  0.2204
H (0.532, 2.156, 1.383)  0.1709

Atomic forces in eV per Å
C 1.15 0.29 0.60
C -1.75 -1.04 -2.12
C -2.15 -0.58 -0.04
C -1.67 -0.11 -0.75
C -0.16 -0.02 -1.20
N -0.22 -0.28 -0.24
O 0.00 -0.39 3.11
F 0.68 0.44 0.03
H -0.65 0.59 1.96
H 2.52 -0.91 0.53
H 1.98 0.51 -1.04
H -0.26 0.81 0.76
H 0.90 1.07 -1.78
H -0.38 -0.38 0.17

This record from OMol25 describes a single C3H3NS2 molecule at a distorted geometry. The level of theory is wB97M-V/def2-TZVPD.

## Properties
Total charge   0
HOMO level   -8.42 eV
M   117.20 g/mol
Maximum force   3.0 eV/Å
HOMO-LUMO gap   7.496 eV
Energy above the lowest of the compared OMol25 structures with the same formula, charge and spin   56.3 kcal per mole

Each line ends with the natural charge from an NBO analysis.
Cartesian coordinates (Å):
C (3.713, -0.561, 0.072)  0.1134
C (1.213, 1.023, 0.080)  -0.1767
C (-0.036, 0.236, 0.019)  -0.7371
N (4.055, 0.564, -0.077)  -0.6537
S (2.422, 1.913, -0.023)  0.7570
S (2.911, -1.899, 0.030)  -0.1136
H (0.050, -0.593, 0.776)  0.2809
H (-0.801, 0.802, 0.598)  0.2426
H (-0.441, 0.166, -1.002)  0.2872

Atomic forces in eV per Å
C 0.27 1.85 -0.84
C -0.11 1.06 -0.99
C -0.34 0.89 2.81
N 1.35 0.22 0.48
S -1.21 -1.75 0.31
S -0.80 -1.71 0.34
H 0.06 -0.18 -1.90
H 0.21 0.35 -0.67
H 0.55 -0.74 0.45

This record from OMol25 describes 2 unconnected molecules or ions with the total composition C5H7NO2 at a distorted geometry. The level of theory is wB97M-V/def2-TZVPD.

## Properties
Total charge   0
HOMO level   -9.92 eV
M   113.12 g/mol
Maximum force   4.7 eV/Å
SMILES   C[C@]1(N)OC1=O.C#C
HOMO-LUMO gap   10.698 eV
Energy above the lowest of the compared OMol25 structures with the same formula, charge and spin   93.6 kcal per mole

Each line ends with the natural charge from an NBO analysis.
Cartesian coordinates (Å):
C (0.384, 0.878, -0.844)  -0.6456
C (1.076, 0.326, 0.353)  0.2774
N (0.670, 0.720, 1.597)  -0.7906
O (2.616, 0.603, 0.144)  -0.4993
C (2.185, -0.611, 0.072)  0.7657
O (2.486, -1.778, 0.034)  -0.5545
H (-0.737, 0.886, -0.740)  0.2448
H (0.667, 0.283, -1.701)  0.2292
H (0.655, 1.896, -0.914)  0.2245
H (1.335, 0.506, 2.300)  0.3810
H (0.566, 1.765, 1.704)  0.3723
C (-1.669, -2.327, -0.313)  -0.2256
C (-0.547, -1.981, -0.491)  -0.2627
H (-2.684, -2.322, 0.173)  0.2443
H (0.332, -2.069, -1.067)  0.2390

Atomic forces in eV per Å
C -2.01 -0.60 0.57
C 0.26 0.26 -0.91
N -0.85 1.86 0.72
O 1.88 0.13 -0.90
C -1.52 -1.66 1.97
O 0.57 1.46 -0.56
H 1.14 -0.40 -0.01
H -0.06 0.31 -0.41
H 0.55 1.23 -0.52
H 0.54 -0.82 0.75
H -0.25 -1.46 -0.69
C -4.02 0.43 2.37
C 1.32 -0.74 -1.55
H 1.64 -0.37 -1.10
H 0.81 0.35 0.26